Below is C18H42AlO5S as an isolated structure at a distorted geometry, with properties calculated with the ωB97M-V functional and the def2-TZVPD basis.

Geometry as ORCA input:
```
! RIJCOSX wB97M-V def2-TZVPD def2/J DEFGRID3
* xyz -1 1
C 1.892 -0.676 3.142
O 2.065 -1.260 1.876
C 3.412 -1.526 1.565
C 3.623 -1.564 0.044
C 4.526 -0.431 -0.472
C 3.825 0.918 -0.795
C 2.441 1.116 -0.153
C 1.879 2.478 -0.628
C 0.740 2.919 0.326
Al -1.050 2.201 -0.295
S -0.936 1.125 -2.327
C -1.984 0.982 1.069
C -3.477 0.924 0.687
C -4.193 -0.406 0.958
C -3.431 -1.654 0.507
O -2.622 -1.407 -0.641
C -1.518 -2.159 -0.723
C -1.250 -2.840 -2.032
O -0.760 -2.285 0.143
H 1.830 -1.473 3.893
H 2.679 0.040 3.388
H 0.940 -0.151 3.161
H 4.083 -0.789 2.008
H 3.660 -2.525 1.949
H 4.141 -2.497 -0.184
H 2.676 -1.594 -0.484
H 4.992 -0.794 -1.389
H 5.340 -0.244 0.228
H 4.422 1.759 -0.446
H 3.703 1.045 -1.870
H 1.731 0.368 -0.491
H 2.538 1.153 0.927
H 2.730 3.172 -0.605
H 1.530 2.384 -1.654
H 0.683 4.000 0.237
H 0.983 2.714 1.370
H -2.056 3.463 -0.471
H -2.051 0.376 -2.393
H -1.820 1.454 2.041
H -1.488 0.012 1.091
H -3.639 1.263 -0.335
H -3.976 1.673 1.305
H -4.480 -0.523 2.003
H -5.130 -0.385 0.392
H -4.172 -2.410 0.228
H -2.884 -2.063 1.351
H -1.479 -3.894 -1.984
H -0.198 -2.762 -2.276
H -1.795 -2.369 -2.846
C 3.057 5.756 3.757
C 2.503 4.869 2.654
O 1.517 5.550 1.893
H 2.254 6.085 4.419
H 3.807 5.226 4.349
H 3.517 6.654 3.337
H 2.028 3.985 3.077
H 3.306 4.540 1.985
H 1.930 6.328 1.502
C -5.407 -5.258 -4.205
C -4.008 -4.708 -4.416
O -3.176 -4.972 -3.292
H -5.856 -4.820 -3.313
H -6.047 -5.044 -5.063
H -5.378 -6.341 -4.054
H -4.038 -3.628 -4.545
H -3.552 -5.150 -5.309
H -3.133 -5.929 -3.175
*
```

As for the LUMO energy: 2.41 eV. The HOMO energy comes out at -0.1482 hartree.